# 1
{
  "formula": "C3H8NO",
  "method": "ωB97M-V with the def2-TZVPD basis set",
  "species": ["C", "N", "H", "H", "H", "H", "C", "C", "O", "H", "H", "H", "H"],
  "positions_angstrom": [[0.63528, -2.20439, 0.05779], [-0.71579, -2.28289, 0.31710], [0.88852, -2.64352, -0.88147], [1.08605, -1.82358, 0.90624], [-1.47943, -2.37123, -0.40794], [-1.09769, -1.71997, 1.10876], [0.25537, 1.39284, -1.05729], [-0.26743, 1.97674, 0.03501], [0.77620, 2.33466, 1.01355], [-0.32296, 0.94054, -1.95020], [1.31899, 1.78729, -1.31773], [-1.28235, 1.83382, 0.38307], [0.20523, 2.77969, 1.79311]],
  "forces_ev_per_angstrom": [[-7.7, -1.2, 0.3], [2.3, 2.2, -1.3], [1.1, 0.1, -0.3], [2.1, 0.7, 1.0], [1.5, -0.6, 0.6], [0.7, -0.9, -0.4], [0.5, 1.4, -2.2], [3.2, -2.0, 1.0], [-5.0, 1.5, 1.1], [0.7, 1.0, 1.8], [-1.7, -1.4, 0.6], [0.0, 0.5, 0.2], [2.3, -1.3, -2.4]],
  "charge": 1
}

# 2
{
  "formula": "CH4N2O",
  "method": "ωB97M-V with the def2-TZVPD basis set",
  "species": ["N", "C", "N", "O", "H", "H", "H", "H"],
  "positions_angstrom": [[1.22632, 0.00252, -0.02733], [-0.06898, 0.47531, -0.02911], [-1.11923, -0.38222, 0.16960], [-0.38022, 1.65503, 0.01517], [1.51437, -1.01478, -0.09136], [2.00975, 0.66458, 0.43206], [-2.11664, -0.05781, -0.29256], [-1.06538, -1.34264, -0.17647]],
  "forces_ev_per_angstrom": [[3.0, 0.2, 1.1], [-0.8, 1.5, 1.1], [-4.1, -1.8, -2.5], [1.3, 0.3, -0.5], [-1.0, 2.0, 0.3], [-2.9, -2.0, -1.7], [3.7, -0.3, 1.8], [0.7, 0.2, 0.4]],
  "smiles": "NC(N)=O"
}

# 3
{
  "formula": "C4H13N2O",
  "method": "ωB97M-V with the def2-TZVPD basis set",
  "species": ["C", "C", "C", "C", "N", "N", "H", "H", "H", "H", "H", "H", "H", "H", "H", "H", "H", "H", "H", "O"],
  "positions_angstrom": [[-0.62589, -0.80781, -1.05451], [-0.84234, 0.64823, -1.12019], [0.01104, 1.29378, -0.01292], [-0.35442, 1.50732, 1.27578], [1.45006, 1.41359, -0.35500], [0.64846, -1.49966, -0.86880], [-1.33917, -1.17343, -0.13956], [-1.05074, -1.10817, -2.03552], [-0.20578, 0.91578, -1.94716], [-1.85188, 0.88774, -1.14738], [0.00271, 1.82670, 2.25515], [-1.34166, 1.04374, 1.31508], [2.00833, 2.05588, 0.13177], [1.47711, 1.80512, -1.25601], [0.63104, -1.94431, 0.01657], [0.98716, -2.08341, -1.65168], [1.34966, -0.72258, -0.75181], [-0.13532, -2.02104, 2.77818], [-0.70408, -0.62698, 2.45695], [-0.11431, -1.41050, 2.11106]],
  "forces_ev_per_angstrom": [[-5.6, -3.1, 0.9], [5.9, 1.1, 1.6], [2.3, 1.3, 3.1], [-2.1, -1.6, -1.9], [-2.7, -1.5, -1.2], [2.0, 2.6, -0.9], [1.7, 0.4, -2.4], [0.1, -0.8, 0.8], [-0.9, 0.9, -1.3], [-1.6, 0.5, -0.2], [0.8, 0.2, -0.9], [-0.5, 0.7, 0.7], [0.5, 0.7, 1.8], [0.3, 0.3, -1.8], [0.1, -1.0, 1.3], [-0.6, 0.1, 0.6], [0.1, -0.3, 0.1], [0.0, -2.6, 2.8], [1.8, -2.3, -1.1], [-1.6, 4.6, -1.9]],
  "charge": 1
}

# 4
{
  "formula": "C4H12O3",
  "method": "ωB97M-V with the def2-TZVPD basis set",
  "species": ["C", "O", "C", "C", "C", "O", "H", "H", "H", "H", "H", "H", "H", "H", "H", "H", "H", "H", "O"],
  "positions_angstrom": [[-0.91134, 1.95513, 1.00780], [-0.30727, 2.82319, 0.09728], [-0.74805, 0.53304, 0.34302], [-1.73360, -0.44641, 1.01289], [-1.05426, -1.62455, 1.64817], [-0.43517, -2.38435, 0.65413], [-1.94544, 2.24032, 1.04851], [-0.42297, 2.04168, 1.97435], [0.66353, 2.78025, 0.17238], [-0.93735, 0.66881, -0.71266], [0.27662, 0.16011, 0.39294], [-2.35849, 0.04218, 1.75728], [-2.48585, -0.75343, 0.26599], [-0.33303, -1.35387, 2.42942], [-1.82441, -2.23097, 2.14177], [0.29360, -2.89532, 1.02525], [5.02504, -0.16669, -4.41777], [4.17797, -0.83688, -5.54159], [5.06048, -0.55223, -5.29916]],
  "forces_ev_per_angstrom": [[0.3, 1.6, -0.2], [-0.2, -0.7, 0.3], [0.6, -0.9, -0.8], [-1.1, 0.4, 0.2], [0.5, -0.4, 0.1], [0.3, -0.1, -0.2], [-0.5, -0.1, 0.0], [0.1, -0.5, 0.3], [0.1, 0.1, 0.0], [-0.3, 0.0, -0.2], [0.0, 0.3, 0.3], [0.1, 0.1, 0.3], [0.5, 0.0, -0.1], [-0.1, 0.2, 0.0], [-0.3, 0.1, 0.1], [-0.1, 0.0, -0.1], [-0.2, -0.1, -0.1], [-0.2, 0.0, 0.2], [0.4, 0.1, 0.0]],
  "charge": 1,
  "multiplicity": 2
}

It is found that the DFT total energy values, taken in the order of the records, are -6767.876 -6129.473 -9378.132 -10474.323 eV.
It is found that the energy above the lowest of the compared OMol25 structures with the same formula, charge and spin values, taken in the order of the records, are 317.78 99.79 333.06 187.06 kJ/mol.